1.
Density functional theory data (wB97M-V/def2-TZVPD) for a structure of composition C19H50F3HfN4O9S at a distorted geometry.

For the HOMO-LUMO gap, the calculation gives 4.0 eV. Its net charge is +3. The energy above the lowest of the compared OMol25 structures with the same formula, charge and spin is 0.000 eV. The value obtained for the total energy is -2394.99132 Ha. The molar mass is 746.2 g mol⁻¹. Its LUMO energy is -11.026 eV.

Positions of all 87 atoms, in Å:
C (-3.6064, 2.2167, -1.9729)
O (-1.5425, -1.3326, -2.6815)
O (2.4992, -0.5196, 0.4197)
H (0.1132, 3.1584, 3.2809)
H (-4.6512, 2.4702, -2.1590)
H (-3.4601, -0.8502, -3.1949)
C (4.8689, -1.8242, 3.3724)
O (0.5148, -0.5983, -0.7836)
H (-0.1337, 3.2773, -2.4163)
F (3.7164, 0.1921, -2.6071)
O (-3.1017, 1.4554, -3.0549)
C (-0.0284, 2.0820, 3.1719)
H (-0.1049, -5.0939, -0.4533)
C (-0.6249, -0.8733, -3.6945)
H (-0.6806, 0.2125, -3.7714)
H (6.4126, 2.7715, 4.9481)
H (-2.5626, -3.5358, -2.1039)
N (-0.2155, 0.2089, 1.5644)
C (-2.8319, -1.7482, -3.1654)
S (2.0104, -0.7702, -0.8887)
H (-3.2138, 1.2583, -5.0735)
H (-4.3669, 2.4155, -4.4178)
H (5.0656, -1.7764, 2.3035)
H (0.3731, -1.2036, -3.4236)
C (-4.6364, -3.4062, -2.6031)
O (-0.4448, -3.1304, -1.1126)
H (-4.3296, 0.5985, -0.8043)
C (4.3007, -0.5298, 3.9168)
C (-3.3366, -2.7809, -2.1779)
C (0.2717, 2.5562, 0.7673)
H (-4.5449, -3.8547, -3.5941)
H (4.0364, -0.6483, 4.9694)
H (0.9622, 1.6717, 3.4061)
H (2.1845, -3.5208, 0.5291)
H (1.2583, -4.2714, -1.3646)
N (-2.1555, 0.5628, -0.8042)
C (5.4180, 2.4425, 5.2577)
H (-3.7510, 1.5438, 1.4439)
H (5.5079, 0.6649, 2.6710)
O (0.5004, -2.4496, 1.1475)
H (-2.9827, 2.9496, 0.5812)
H (-0.7330, 1.7440, 3.9288)
H (-0.8716, -1.3010, -4.6661)
H (-5.5089, -2.7524, -2.6528)
H (-4.2235, -1.4465, -0.9026)
H (-0.1195, -0.1280, 2.5363)
H (-2.7938, -2.1940, -4.1584)
C (-3.3446, 2.0418, -4.3316)
Hf (-1.2978, -1.3654, 0.0891)
H (6.2572, 0.4062, 4.2498)
H (-2.9879, 3.1150, -1.8474)
H (-2.6481, 2.8622, -4.5103)
H (5.8157, -2.0245, 3.8840)
H (-3.9612, -2.7266, -0.2182)
H (-4.8708, -4.2472, -1.9419)
C (0.1560, 3.4967, -1.3946)
H (-4.6780, 2.6347, 0.4621)
C (-3.7060, 2.1354, 0.5304)
H (-1.5401, 1.8930, 1.7186)
O (4.7279, 1.8257, 4.1656)
F (1.6814, 0.9088, -2.8763)
H (1.0361, -4.4458, 1.4653)
H (2.8345, 0.7645, 3.5196)
C (0.4830, -4.1957, -0.6089)
N (-3.4130, -2.0872, -0.8307)
H (5.4765, 1.7678, 6.1140)
H (0.2145, 3.5956, 1.1139)
H (-0.6669, -3.4289, -2.0019)
O (-0.2758, 2.4473, -0.5355)
N (3.0598, -0.1808, 3.2091)
C (5.3044, 0.5980, 3.7523)
C (2.6327, 0.5919, -2.0021)
H (4.8505, 3.3259, 5.5411)
H (1.2425, 3.6484, -1.3472)
C (1.1224, -3.7015, 0.6727)
H (1.1186, -2.2047, 1.8626)
H (1.3436, 2.3089, 0.7427)
F (2.8850, 1.6353, -1.2282)
C (-3.5082, 1.3209, -0.7436)
H (4.2338, -2.6573, 3.6749)
C (-0.4660, 1.7428, 1.7796)
H (-0.2430, 4.4732, -1.0855)
O (2.3225, -2.0195, -1.5155)
H (-1.4514, 1.3503, -0.7827)
H (-2.1846, 0.4089, -1.8318)
H (3.1813, -0.1412, 2.2041)
H (0.8060, 0.2149, 1.3694)

=====

2.
Density functional theory data (wB97M-V/def2-TZVPD) for a structure of composition C6H14NO3Tl at a distorted geometry.

For the HOMO-LUMO gap, the calculation gives 2.2 eV. Its net charge is +2. The energy above the lowest of the compared OMol25 structures with the same formula, charge and spin is 1.678 eV. The value obtained for the total energy is -689.08253 Ha. The molar mass is 352.6 g mol⁻¹. Its LUMO energy is -12.943 eV.

Positions of all 25 atoms, in Å:
H (4.6630, -13.8835, 10.2843)
H (-2.3552, -10.1125, 5.9779)
H (-2.0583, -8.5243, 5.2780)
H (-1.0732, -6.3535, 7.4248)
C (0.9501, -5.7286, 7.8882)
C (0.1693, -7.9512, 6.7099)
H (1.8617, -6.1915, 8.2660)
Tl (-2.8210, -11.4830, 10.5770)
N (-0.3002, -7.3467, 8.9738)
H (0.5934, -7.5689, 9.3887)
H (-0.5341, -6.6063, 9.6197)
O (2.3666, -12.5730, 10.1148)
H (4.2000, -15.2204, 9.2492)
H (0.6441, -4.8933, 8.5181)
O (1.5774, -14.1973, 9.0320)
C (-1.5733, -9.4181, 5.6705)
C (3.8266, -14.5204, 9.9966)
H (1.1498, -8.4190, 6.7984)
C (-0.1196, -6.8090, 7.6915)
O (-0.8254, -8.9894, 6.7751)
H (3.5785, -15.1621, 10.8421)
H (1.1110, -5.1431, 6.9829)
H (-0.8735, -9.6672, 4.8728)
H (0.1990, -7.5708, 5.6889)
C (2.5513, -13.6848, 9.6200)

=====

3.
Density functional theory data (wB97M-V/def2-TZVPD) for the ion C2H7N2O2 with charge +1 at a distorted geometry.

For the HOMO-LUMO gap, the calculation gives 10.9 eV. Its net charge is +1. The energy above the lowest of the compared OMol25 structures with the same formula, charge and spin is 4.291 eV. The value obtained for the total energy is -340.02240 Ha. The molar mass is 91.1 g mol⁻¹. Its LUMO energy is -5.056 eV.

Positions of all 13 atoms, in Å:
C (-1.4615, -0.5648, 0.3539)
H (0.0519, 1.5944, 0.5841)
H (-1.7803, 0.2481, 1.0033)
C (0.6980, 0.9905, -0.0505)
O (2.0208, 1.2722, 0.3202)
N (0.5934, -1.5396, 0.1546)
H (-1.6851, -1.5242, 0.8239)
O (1.8910, -1.4175, -0.0423)
H (2.6475, 1.0994, -0.3974)
H (0.4968, 1.1813, -1.1087)
N (-0.0642, -0.4970, 0.1009)
H (2.3143, -2.2886, 0.0774)
H (-2.0180, -0.5005, -0.5839)

=====

4.
Density functional theory data (wB97M-V/def2-TZVPD) for a structure of composition C3H5NO2 at a distorted geometry.

For the HOMO-LUMO gap (spin up / spin down), the calculation gives 8.9 / 8.9 eV. The energy above the lowest of the compared OMol25 structures with the same formula, charge and spin is 5.063 eV. The value obtained for the total energy is -322.38827 Ha. The molar mass is 87.1 g mol⁻¹. Its LUMO energy (spin up / spin down) is -0.799 / -0.802 eV.

Positions of all 11 atoms, in Å:
N (-0.7611, -0.9642, 0.9874)
C (0.4552, -0.5404, -0.8286)
O (0.6832, -1.4790, -1.5305)
C (0.3480, 1.2003, 0.2447)
H (-0.0989, 1.5456, 1.1823)
C (-0.5958, 0.4244, -0.5959)
O (1.2434, 0.0577, 0.2538)
H (-1.3493, 0.8096, -1.3141)
H (0.9100, 2.0018, -0.2374)
H (0.1609, -1.2696, 1.3973)
H (-0.9955, -1.7862, 0.4412)